No. 1
{
  "formula": "C3H6Br2NS",
  "method": "the ωB97M-V functional and the def2-TZVPD basis",
  "symbols": ["Br", "Br", "S", "N", "C", "C", "C", "H", "H", "H", "H", "H", "H"],
  "coordinates": [[0.5388, -2.0312, -2.1401], [-0.9821, -0.1074, 2.8282], [-0.8261, 1.6334, -0.0372], [1.0876, -0.5805, 0.3264], [-0.5012, 1.2422, 1.6375], [0.6089, -0.2850, -0.9147], [-0.8216, 0.1172, -1.0146], [0.4800, -1.2147, 0.7709], [-0.3118, 2.1580, 2.3078], [-1.4957, -0.7272, -0.6624], [-1.1362, 0.3448, -1.9503], [1.2371, 0.4121, -1.4997], [2.1223, -0.9616, 0.3481]],
  "homo_lumo_gap_ev": [8.91, 4.31],
  "molar_mass_g_mol": 248.0,
  "lumo_energy_ha": [-0.133, -0.348],
  "spin_multiplicity": 3,
  "total_energy_ev": -155606.746,
  "charge": 1
}

***

No. 2
{
  "formula": "C2H11O4",
  "method": "the ωB97M-V functional and the def2-TZVPD basis",
  "symbols": ["O", "O", "O", "O", "C", "C", "H", "H", "H", "H", "H", "H", "H", "H", "H", "H", "H"],
  "coordinates": [[-0.6298, -2.9229, 0.3537], [0.1602, -0.2786, -0.2344], [-0.5156, 0.3053, -2.6881], [-0.7631, 3.1834, -0.4186], [1.3448, -0.5403, 2.0065], [0.5069, 0.1849, 1.0375], [1.1010, 1.1239, 0.9408], [-0.5162, 2.2180, -0.6335], [-0.3948, 0.5358, 1.5136], [0.8225, -1.3243, 2.5950], [-0.0304, -0.4569, -3.1047], [-0.3394, -1.9450, 0.0156], [-0.5222, 3.2192, 0.5847], [2.2445, -1.0635, 1.4816], [1.8232, 0.1231, 2.8706], [-1.1195, -2.6981, 1.1245], [-0.1925, 0.1026, -1.7531]],
  "homo_lumo_gap_ev": 8.06,
  "molar_mass_g_mol": 99.1,
  "lumo_energy_ha": 0.144,
  "spin_multiplicity": 1,
  "total_energy_ev": -10442.613,
  "charge": -1
}

***

No. 3
{
  "formula": "C19H22ClN2O3S3W",
  "method": "the ωB97M-V functional and the def2-TZVPD basis",
  "symbols": ["W", "Cl", "S", "S", "S", "O", "O", "O", "N", "N", "C", "C", "C", "C", "C", "C", "C", "C", "C", "C", "C", "C", "C", "C", "C", "C", "C", "C", "C", "H", "H", "H", "H", "H", "H", "H", "H", "H", "H", "H", "H", "H", "H", "H", "H", "H", "H", "H", "H", "H", "H"],
  "coordinates": [[0.6407, -0.4944, 1.1489], [-2.7444, 4.0515, -1.2896], [0.2424, -0.9598, 3.4654], [1.0956, -2.8500, 1.0122], [-1.9852, -1.1156, 1.1689], [1.1638, 2.8731, -4.1027], [3.7240, 2.4673, 0.5673], [2.0929, 0.3348, 1.2663], [0.3260, -0.5042, -1.0285], [1.2009, 1.3766, -5.8242], [-0.4770, -3.4048, 0.2646], [-1.4542, -0.4711, 3.8642], [1.1330, -3.4753, 2.7294], [2.6106, 2.4749, 0.4678], [-2.5084, -1.0474, 2.9220], [1.1770, 3.7001, -0.8842], [-0.6787, 0.1539, -1.6600], [-1.2079, 3.5979, -0.7403], [-0.0671, 4.0980, -1.3456], [1.2729, 2.7770, 0.1714], [-1.7939, -2.9284, 0.8724], [-0.5191, 0.7537, -2.8803], [1.4808, -0.6722, -1.7131], [1.7218, -0.0819, -2.9346], [0.7333, 0.7156, -3.4968], [0.1079, 2.2481, 0.7843], [0.1959, -2.7775, 3.6971], [-1.1081, 2.6930, 0.3341], [1.0517, 1.7466, -4.5535], [-2.6003, -3.2106, 0.1957], [1.0641, 0.4304, -6.1387], [-1.6591, -0.7493, 4.8994], [2.6913, -0.1951, -3.4023], [-3.4081, -0.4339, 2.9544], [-0.8323, -3.1134, 3.5908], [-0.4506, -4.4959, 0.2873], [2.1781, -3.3346, 3.0110], [-0.1379, 4.7859, -2.1775], [-1.6198, 0.2332, -1.1338], [-1.4323, 0.6188, 3.8290], [-2.0230, 2.3652, 0.8127], [2.0699, 4.0903, -1.3576], [-0.3754, -3.1048, -0.7774], [2.2562, -1.2519, -1.2282], [1.4244, 2.0799, -6.5150], [0.1014, 1.6879, 1.7386], [0.9487, -4.5501, 2.6997], [-2.8065, -2.0567, 3.1991], [-1.9884, -3.4125, 1.8254], [0.5099, -2.9733, 4.7223], [-1.3375, 1.3110, -3.3178]],
  "homo_lumo_gap_ev": 7.43,
  "molar_mass_g_mol": 641.9,
  "lumo_energy_ha": -0.383,
  "spin_multiplicity": 1,
  "total_energy_ev": -76010.632,
  "charge": 3
}

***

No. 4
{
  "formula": "CH2CuO4",
  "method": "the ωB97M-V functional and the def2-TZVPD basis",
  "symbols": ["Cu", "O", "O", "O", "O", "C", "H", "H"],
  "coordinates": [[0.5847, -1.4023, 0.7836], [-0.1529, -0.1982, 1.8144], [0.9841, -0.7020, -0.8075], [0.9218, 1.1985, -1.9302], [-0.9556, 0.4031, -1.0703], [0.3440, 0.2710, -1.3659], [-0.6067, -0.2002, 2.6544], [-1.1195, 0.6301, -0.0785]],
  "homo_lumo_gap_ev": [8.54, 6.68],
  "molar_mass_g_mol": 141.6,
  "lumo_energy_ha": [-0.055, -0.117],
  "spin_multiplicity": 2,
  "total_energy_ev": -53896.679
}

***

No. 5
{
  "formula": "C29H48Cl2IrNOP",
  "method": "the ωB97M-V functional and the def2-TZVPD basis",
  "symbols": ["Ir", "Cl", "Cl", "P", "O", "N", "C", "C", "C", "C", "C", "C", "C", "C", "C", "C", "C", "C", "C", "C", "C", "C", "C", "C", "C", "C", "C", "C", "C", "C", "C", "C", "C", "C", "C", "H", "H", "H", "H", "H", "H", "H", "H", "H", "H", "H", "H", "H", "H", "H", "H", "H", "H", "H", "H", "H", "H", "H", "H", "H", "H", "H", "H", "H", "H", "H", "H", "H", "H", "H", "H", "H", "H", "H", "H", "H", "H", "H", "H", "H", "H", "H", "H"],
  "coordinates": [[0.0000, 0.0000, 0.0000], [2.3875, 0.2330, -0.1882], [-2.3783, 0.3328, 0.2336], [-0.1324, 0.6519, -2.2859], [0.3841, -0.1209, 1.9601], [-0.2310, 0.3201, 4.1511], [-1.1805, 4.6808, -1.7959], [0.4074, -5.4556, -0.2540], [2.4845, 0.1629, -5.5695], [1.3138, 3.0937, -2.0006], [-1.8648, -1.2667, -3.4155], [-1.4685, 1.0699, 3.8631], [0.6270, -0.1987, 3.1788], [-2.2326, 1.0807, -4.2631], [-3.8229, -0.7874, -4.9354], [0.4420, -3.0146, -0.2380], [1.2644, 0.0848, -3.3646], [1.8056, -1.0687, 3.5535], [1.3179, 4.6187, -2.1770], [2.5180, -4.2765, -0.1836], [-0.3520, -1.7917, -0.2642], [1.8502, -3.0587, -0.1911], [1.8029, -5.4784, -0.2110], [0.1748, 5.2785, -1.3984], [2.8889, -1.7440, -3.9558], [-1.7645, 0.2289, -3.0699], [0.0222, 0.0526, 5.5734], [1.5789, -1.4132, -3.2303], [-0.2636, -4.2372, -0.2724], [-3.6783, 0.7092, -4.6333], [-1.1881, 3.1562, -1.6329], [2.8316, -1.3253, -5.4307], [-0.0417, 2.5063, -2.4284], [1.1745, 0.5027, -4.8411], [-3.3117, -1.6373, -3.7656], [-1.9889, 1.3522, 4.8149], [-4.3347, 0.9730, -3.7926], [-1.0737, 2.8974, -0.5717], [-3.2426, -1.0315, -5.8373], [-1.3500, -4.2114, -0.3113], [2.3975, -2.1216, -0.1730], [0.9621, 1.5741, -4.9342], [-1.2882, 2.0602, 3.3619], [0.1761, 6.3631, -1.5617], [0.7671, -2.0164, -3.6521], [-0.1537, -6.3857, -0.2760], [2.0646, -1.9222, -5.9458], [-3.9445, -1.4700, -2.8835], [-0.1843, 2.7364, -3.4937], [-1.4119, -2.0103, -0.4744], [-0.7368, 0.4949, 6.2669], [2.4056, 0.4410, -6.6278], [-1.9850, 5.1207, -1.1938], [-2.1553, 2.7385, -1.9303], [3.7859, -1.5381, -5.9275], [-4.8695, -1.0295, -5.1560], [-1.2203, -1.4885, -4.2763], [1.6601, -1.6661, -2.1725], [3.6040, -4.2930, -0.1524], [3.0995, -2.8169, -3.8702], [1.5168, 2.8306, -0.9559], [2.2840, 5.0236, -1.8524], [3.7117, -1.2146, -3.4556], [-0.0549, -1.0412, 5.7736], [1.9691, -1.2836, 4.6628], [0.3384, 5.1190, -0.3244], [1.2150, 4.8577, -3.2456], [1.5237, -2.0401, 3.0950], [2.1255, 2.6572, -2.5908], [0.3461, -0.0320, -5.3232], [-1.5064, -1.8758, -2.5795], [2.1141, 0.6068, -2.9033], [2.7273, -0.6225, 3.0977], [2.3316, -6.4276, -0.1997], [-3.3755, -2.7042, -4.0124], [-1.5786, 0.9182, -5.1287], [0.9973, 0.4814, 5.8897], [-2.4538, 0.4121, -2.2327], [-2.1888, 2.1474, -4.0217], [3.2966, 0.7659, -5.1392], [-4.0046, 1.3056, -5.4942], [-1.3947, 4.9329, -2.8447], [-2.2501, 0.4407, 3.3548]],
  "homo_lumo_gap_ev": [3.93, 6.62],
  "molar_mass_g_mol": 720.8,
  "lumo_energy_ha": [0.094, 0.092],
  "spin_multiplicity": 5,
  "total_energy_ev": -71562.379,
  "charge": -1
}

***

No. 6
{
  "formula": "C43H81Br2O12S",
  "method": "the ωB97M-V functional and the def2-TZVPD basis",
  "symbols": ["Br", "Br", "S", "O", "O", "O", "O", "O", "O", "O", "O", "O", "O", "O", "O", "C", "C", "C", "C", "C", "C", "C", "C", "C", "C", "C", "C", "C", "C", "C", "C", "C", "C", "C", "C", "C", "C", "C", "C", "C", "C", "C", "C", "C", "C", "C", "C", "C", "C", "C", "C", "C", "C", "C", "C", "C", "C", "C", "H", "H", "H", "H", "H", "H", "H", "H", "H", "H", "H", "H", "H", "H", "H", "H", "H", "H", "H", "H", "H", "H", "H", "H", "H", "H", "H", "H", "H", "H", "H", "H", "H", "H", "H", "H", "H", "H", "H", "H", "H", "H", "H", "H", "H", "H", "H", "H", "H", "H", "H", "H", "H", "H", "H", "H", "H", "H", "H", "H", "H", "H", "H", "H", "H", "H", "H", "H", "H", "H", "H", "H", "H", "H", "H", "H", "H", "H", "H", "H", "H"],
  "coordinates": [[0.0798, 2.7854, 3.9622], [-1.4775, 1.3645, -0.6674], [1.6313, -0.2985, 0.6118], [-3.8119, -3.6230, 0.2336], [4.9281, -5.6412, -4.6175], [1.2582, -1.0521, 1.8033], [0.9592, 1.1318, 0.8948], [-0.9990, 1.5816, -7.4326], [4.9770, 3.0654, -0.6269], [-2.4987, 2.0346, 8.3345], [-1.0632, 3.7156, -2.3850], [1.1854, 3.8286, -2.3848], [-3.5698, 1.9754, 3.6103], [-2.0880, -0.7316, 4.9963], [0.5852, -0.8765, -0.4696], [-0.7308, -2.2217, 6.2207], [-4.0679, 1.7123, 4.9219], [-2.2846, 2.6159, 7.0392], [0.1628, -1.3418, 5.3460], [0.7166, -0.6177, -1.9175], [0.9758, 2.0508, -4.6678], [0.0822, 3.3462, -2.1173], [0.3054, 1.9852, -1.3270], [-2.0222, -1.4110, 6.2476], [6.2163, -7.4417, -5.4294], [-3.3031, 1.1825, -7.1359], [-1.0105, 2.7599, 2.3514], [-4.4243, 1.3864, 2.6308], [-5.4845, 1.1805, 4.7349], [-2.9666, -4.0725, 1.2929], [6.1399, -5.9233, -5.3116], [-3.0822, 2.6826, -7.3315], [-5.3629, 0.4580, 3.3931], [2.8897, -3.6672, -2.8755], [0.8240, 0.9048, -2.3168], [-1.5735, -3.5380, 0.9842], [-1.8996, -2.2291, 0.2669], [6.8842, 3.7250, 0.6529], [4.1140, -6.8091, -4.5504], [-0.4425, -2.2340, -3.6765], [1.9916, -1.3232, -2.3803], [-2.0095, 4.3214, 8.6509], [-0.8281, -0.8229, 4.3156], [2.7713, 2.1958, -0.2697], [-2.4849, 4.1141, 7.2126], [1.2228, 2.2305, -0.0676], [4.7352, -7.8132, -5.5152], [0.8868, 3.4913, 0.7379], [5.5595, 2.9909, 0.6520], [-3.1334, -2.6219, -0.5341], [-1.5972, 2.8145, -7.0150], [2.1596, -2.7631, -1.8842], [0.2197, 1.1115, -3.7213], [-0.5279, 3.7152, 1.2817], [3.5883, 3.4262, -0.6552], [-2.0061, 0.6121, -7.6971], [-0.5602, -1.3046, -2.4660], [-2.5250, 3.0555, 9.3265], [-4.8984, -0.5203, 3.5335], [6.7705, 4.7350, 0.2662], [3.4350, 4.2482, 0.0466], [-0.9185, 4.3535, 8.6855], [-3.8177, 0.8651, 1.8901], [-0.8948, -3.1879, 5.7371], [-2.1483, -1.4545, 0.9950], [7.6223, 3.1914, 0.0572], [4.3631, -7.6471, -6.5283], [-2.8571, -3.0476, -1.5061], [5.7254, 1.9460, 0.9391], [-4.1854, 0.7969, -7.6461], [-4.0312, 2.6385, 5.4995], [4.5239, -8.8452, -5.2389], [-2.9777, 2.1630, 6.3308], [-6.1971, 2.0049, 4.6546], [6.6615, -7.8712, -4.5297], [-0.0497, -3.2139, -3.4082], [-1.4367, -2.3962, -4.0922], [-0.3321, -2.4022, 7.2188], [3.3642, 3.7528, -1.6524], [-2.0824, 0.4531, -8.7801], [4.8913, 3.4163, 1.4083], [-1.0425, -4.2174, 0.3128], [-0.5626, 0.1446, 3.9065], [-0.9246, -1.5196, 3.4753], [-1.2672, 3.7014, 0.4837], [2.8298, -0.7304, -2.0045], [-1.0889, -1.8533, -0.3524], [-6.3143, 0.3143, 2.8823], [-1.4358, 2.9491, -5.9424], [1.5713, 3.4646, 1.5887], [-5.7986, 0.5351, 5.5544], [0.9450, 1.6429, -5.6773], [3.1355, 1.8942, 0.7170], [-4.9801, 2.1802, 2.1190], [-3.0125, -5.1625, 1.3378], [-1.9105, 2.7392, 10.1715], [-0.8116, 1.4499, -3.6136], [7.2657, 3.7844, 1.6742], [2.0605, -1.2711, -3.4673], [-0.5465, 4.7320, 1.6819], [0.1778, -1.8344, -4.4754], [1.8849, 1.1073, -2.4327], [2.0162, 2.1844, -4.3794], [1.1872, -3.1888, -1.6399], [-1.1126, 3.6355, -7.5439], [-1.2688, 2.3903, 6.7055], [0.9950, -1.8741, 4.8881], [3.0877, 1.4151, -0.9536], [2.7156, -4.7175, -2.6456], [-1.3034, -0.5450, -2.6743], [0.1698, 0.1432, -4.2078], [-3.5543, 3.1903, 9.6809], [-2.9148, -2.0307, 6.3565], [6.8016, -7.7665, -6.2885], [-0.9664, -3.3993, 1.8774], [3.9643, -3.5003, -2.8490], [3.0906, -6.5370, -4.8108], [-3.3389, -3.6705, 2.2425], [-3.3919, 0.9518, -6.0727], [2.7167, -2.7355, -0.9469], [-2.3929, 5.2297, 9.1147], [4.1176, -7.1917, -3.5237], [-2.0131, 2.9939, 2.6944], [-3.4201, 0.9786, 5.4107], [-1.0016, 1.7347, 2.0095], [1.1617, 4.3577, 0.1424], [0.5663, -0.5118, 5.9315], [-2.0124, -0.6757, 7.0607], [-1.9290, 4.6908, 6.4755], [6.1077, -5.4518, -6.3001], [-3.8180, -1.7900, -0.7052], [-3.6984, 3.3027, -6.6827], [-3.2829, 2.9626, -8.3687], [2.5374, -3.4765, -3.8890], [0.5164, 3.0350, -4.6923], [-0.9656, -1.8845, -1.6365], [-3.5429, 4.3722, 7.1246], [6.9715, -5.4926, -4.7527], [-1.7146, -0.3309, -7.2309]],
  "homo_lumo_gap_ev": 7.76,
  "molar_mass_g_mol": 982.0,
  "lumo_energy_ha": 0.079,
  "spin_multiplicity": 1,
  "total_energy_ev": -221393.138,
  "charge": -1
}

***

Question: What is the formula in the third record?
Answer: C19H22ClN2O3S3W